Entry 1:
C5H13NO | ωB97M-V with the def2-TZVPD basis set

Structure (XYZ):
```
20
Properties=species:S:1:pos:R:3:forces:R:3
C 1.83875 -1.81247 -0.57509 0.618 -0.826 -0.616
C 0.82831 -1.21426 0.35945 0.487 0.950 -1.951
C 0.14210 -0.09959 0.04021 -0.328 -1.706 0.599
C 0.21889 0.64714 -1.24357 0.889 1.120 -0.782
N -0.93484 0.30921 0.90622 -0.071 0.348 0.062
C -2.06757 -0.59232 0.79895 -1.442 -0.320 0.494
H 1.51828 -2.84803 -0.78856 0.335 0.190 0.194
H 1.96398 -1.36807 -1.56569 -0.534 0.319 0.218
H 2.88247 -1.84281 -0.22910 -0.371 -0.161 0.497
H 0.59858 -1.87941 1.17302 -0.248 0.428 0.658
H 0.37159 1.72068 -1.06110 -0.449 -0.160 0.153
H -0.63179 0.55107 -1.94547 0.105 -0.180 0.695
H 1.11672 0.43626 -1.82596 -0.114 -0.467 0.071
H -0.60044 0.32305 1.86098 -0.065 -0.045 0.039
H -2.38635 -0.76128 -0.22385 0.409 0.098 -0.367
H -1.95667 -1.58512 1.26169 0.521 0.069 -0.162
H -2.98403 -0.20876 1.27051 0.386 0.405 0.103
O 0.41206 3.49988 0.75346 -0.929 0.302 -0.539
H -0.08468 2.67302 0.74423 0.157 -0.498 0.337
H -0.24535 4.05182 0.28966 0.645 0.135 0.298
```
Forces are in eV/Å.

Calculated values
**HOMO energy**: -8.980 eV

Results of the natural (NBO) charge analysis, in e, for atoms 1 through 6:
1 C -0.65
2 C -0.21
3 C 0.16
4 C -0.67
5 N -0.67
6 C -0.41

=====

Entry 2:
C3H7N2 | ωB97M-V with the def2-TZVPD basis set

Structure (XYZ):
```
12
Properties=species:S:1:pos:R:3:forces:R:3
C -0.34010 0.83698 -0.77883 0.826 -1.778 -0.136
C 0.73853 0.03848 -0.01464 -0.360 2.897 -0.734
C 0.28953 -0.79184 1.02864 -2.359 -0.910 1.244
N -0.55647 1.92626 -0.22648 1.037 2.028 1.633
N -1.02947 0.29906 -1.77808 -0.692 -2.043 -1.048
H 1.78685 0.38270 -0.12129 -0.592 -0.309 -0.023
H -0.84453 -0.76659 1.03343 1.337 -0.541 0.148
H 0.63765 -0.75248 2.07933 0.389 0.689 -0.550
H 0.66844 -1.79700 0.79017 -0.073 -0.368 -0.381
H 0.01701 2.50141 0.43788 -0.516 -1.070 -0.956
H -1.11404 -0.72455 -1.83297 0.570 0.733 0.037
H -1.76851 0.71803 -2.34325 0.433 0.671 0.766
```
Forces are in eV/Å.

Calculated values
**HOMO energy (spin up / spin down)**: -15.006 / -15.005 eV
**Total charge**: +1

Results of the natural (NBO) charge analysis, in e, for atoms 1 through 6:
1 C 0.39
2 C 0.25
3 C -0.78
4 N -0.57
5 N -0.77
6 H 0.25

=====

Entry 3:
C4H35NO15 | ωB97M-V with the def2-TZVPD basis set

Structure (XYZ):
```
55
Properties=species:S:1:pos:R:3:forces:R:3
O 2.23136 2.34588 -2.17817 0.073 -0.017 0.551
C 1.39370 1.90281 -2.90282 -0.098 1.107 -1.582
C 0.60074 0.60994 -2.74256 -1.394 -0.650 -0.036
C 0.05387 0.41289 -1.30394 -1.538 0.676 0.821
C -0.18897 -1.00979 -0.84657 -2.669 0.679 -1.386
O -0.96479 -1.59381 -1.91673 1.229 1.385 1.103
N 1.40924 -0.50029 -3.24653 -2.133 1.335 -1.729
H 1.19686 2.48557 -3.85838 -0.077 -0.691 0.558
H -0.39164 0.76727 -3.31914 2.075 -0.742 -0.150
H -1.07284 0.74164 -1.43891 2.314 -0.251 0.778
H 0.54761 1.10643 -0.58451 -0.392 -1.077 -0.333
H -0.90434 -0.96609 0.07856 0.654 -0.247 -0.714
H 0.44371 -1.81546 -0.48266 0.910 -0.075 0.285
H -1.42186 -2.33493 -1.51562 -0.206 -1.221 0.110
H 1.55824 -1.23718 -2.60235 0.223 -0.738 0.540
H 0.92504 -0.82609 -4.10299 1.023 -0.253 0.711
H -3.06825 -0.39837 -0.08872 -0.137 0.843 -0.232
H -3.52962 -1.31273 0.96712 -0.263 -0.368 0.660
O -3.25331 -1.32019 0.05541 0.509 -0.455 -0.453
H -2.26143 -4.02595 -1.85950 -0.871 -0.151 -0.269
H -1.60888 -4.64150 -0.61705 -0.143 0.008 -1.146
O -1.47521 -4.48830 -1.58679 0.600 0.159 1.612
H 1.11080 4.32995 0.14057 -0.131 0.310 0.489
H 1.68959 2.97952 0.01113 0.405 -0.179 0.224
O 1.43962 3.61413 0.69825 -0.039 -0.099 -1.082
H 1.60048 2.88349 3.31459 -0.675 -0.874 0.054
H 1.20757 2.44402 1.99753 -0.446 -0.262 0.076
O 1.14129 2.10360 2.91147 0.681 2.584 -0.316
H -2.91380 2.63060 -1.75136 -1.247 1.511 0.254
H -3.44869 1.96158 -0.67053 -1.128 0.739 0.379
O -3.70418 2.76835 -1.16259 1.354 -1.556 -1.156
H 0.16917 -3.29171 1.83712 0.027 0.006 0.131
H -0.45006 -2.58663 3.03024 -0.298 0.161 0.215
O -0.66814 -3.19192 2.30190 -0.106 -0.694 -1.111
H 1.61060 0.74597 4.42273 -0.144 -1.439 -0.948
H 2.49479 0.39975 3.29378 -0.071 -0.326 -0.021
O 1.75170 -0.00314 3.77218 1.283 0.877 2.085
H -2.92983 2.44391 1.27669 -0.332 -0.340 -0.675
H -1.82476 1.45976 1.28547 0.031 -0.342 -0.191
O -2.64986 1.63246 0.80837 0.896 0.080 1.708
H 0.48159 -4.23763 0.10940 -0.178 -0.857 -0.308
H 2.08691 -4.25808 0.12923 -1.522 0.418 0.147
O 1.26279 -3.72324 0.27185 1.861 0.462 -0.142
H 0.59483 -1.80943 4.57405 0.943 0.015 0.417
H -0.16218 -0.69470 3.86253 0.151 -0.221 0.145
O -0.24520 -1.59189 4.20150 -1.322 0.392 0.344
H -1.16919 2.18593 -2.89861 0.093 1.511 0.333
H -0.64775 3.63126 -2.40048 -0.176 -0.011 -0.488
O -1.19441 2.86841 -2.19030 0.269 -0.851 -0.372
H 1.01673 0.00853 2.27852 0.265 -0.851 -1.038
H 1.73596 -0.90033 1.14404 -1.012 0.753 0.851
O 0.88959 -0.45883 1.40144 0.567 0.065 0.001
H 3.11082 1.24215 -1.08740 0.057 0.093 -0.201
H 3.15331 -0.23219 -0.54491 0.423 2.348 0.525
O 3.24067 0.74460 -0.27558 -0.170 -2.683 -0.029
```
Forces are in eV/Å.

Calculated values
**HOMO energy (spin up / spin down)**: -12.824 / -12.799 eV
**Multiplicity**: 2
**Total charge**: +1

Results of the natural (NBO) charge analysis, in e, for atoms 1 through 6:
1 O -0.53
2 C 0.47
3 C -0.16
4 C -0.45
5 C -0.16
6 O -0.46

=====

Entry 4:
C4H10BrO2Sr | ωB97M-V with the def2-TZVPD basis set

Structure (XYZ):
```
18
Properties=species:S:1:pos:R:3:forces:R:3
Sr -2.69326 -4.91618 -3.51808 1.355 1.145 1.025
Br -0.70968 -3.24346 -2.01456 -1.373 -1.190 -1.069
C -2.51185 -0.49544 0.48219 0.207 0.727 -0.258
O -1.33140 0.25169 0.77538 -0.018 -0.469 -0.334
C -0.20256 -0.21640 0.01540 -0.443 0.933 0.892
C 1.12311 0.39517 0.47071 -0.223 0.874 -0.874
O 1.18292 1.85223 0.43890 -2.172 -1.907 0.247
C 2.46800 2.33251 0.48916 1.100 -0.055 0.001
H -2.46447 -1.51065 0.87614 0.086 -0.163 -0.060
H -2.71384 -0.48766 -0.58891 0.319 -0.397 -0.395
H -3.40594 -0.00103 0.86200 0.360 0.197 0.622
H -0.34317 -0.02119 -1.04772 -0.218 0.128 -0.161
H -0.10570 -1.29335 0.15290 0.104 -0.225 -0.030
H 1.80129 0.02855 -0.29986 0.473 -0.132 -0.040
H 1.43789 -0.04956 1.41476 0.000 0.467 0.365
H 3.03578 1.77498 1.23406 0.353 0.162 0.214
H 2.47389 3.39483 0.73317 -0.191 -0.089 0.075
H 2.95902 2.20489 -0.47557 0.280 -0.008 -0.221
```
Forces are in eV/Å.

Calculated values
**HOMO energy**: -11.138 eV
**Total charge**: +1

Results of the natural (NBO) charge analysis, in e, for atoms 1 through 6:
1 Sr 1.84
2 Br -0.83
3 C -0.25
4 O -0.53
5 C -0.07
6 C -0.08

=====

Entry 5:
C28H51BrN2O7P | ωB97M-V with the def2-TZVPD basis set

Structure (XYZ):
```
90
Properties=species:S:1:pos:R:3:forces:R:3
O -0.68888 -1.82436 3.49744 0.660 0.437 -0.538
P -0.62157 -0.22353 3.93907 -0.269 0.961 1.526
Br -2.00615 0.88764 2.57631 0.324 -0.536 -0.323
C 1.06589 0.45984 3.39352 -0.317 -1.725 -0.829
C 1.62319 -0.42787 2.24684 -0.629 0.906 -0.387
N 2.62484 -1.45196 2.68059 -0.037 -0.355 -0.086
C 2.59710 -1.78507 4.12859 1.237 0.301 1.100
C 2.99757 -0.51469 4.86376 -0.407 0.736 -0.982
C 1.91499 0.57572 4.67446 0.132 0.288 0.701
C 2.47283 1.98216 4.87491 -0.581 0.034 -0.486
C 3.64487 2.24971 5.53997 1.223 -1.569 0.852
C 4.11862 3.52037 5.71775 -0.116 0.607 -0.230
C 3.35656 4.54082 5.19171 0.987 0.234 0.686
C 2.19327 4.19540 4.57601 -1.330 1.123 -0.821
N 1.72539 2.97139 4.39639 0.096 -0.191 -0.030
H -0.52939 -2.30650 4.32019 -0.466 -0.124 0.015
H 0.82467 1.41687 2.93635 0.197 0.201 0.348
H 2.09948 0.18565 1.48317 0.189 -0.063 0.068
H 0.80543 -0.92948 1.72788 0.179 -0.204 0.012
H 3.55032 -1.06817 2.48402 0.038 -0.099 0.132
H 2.56375 -2.31105 2.13166 -0.321 0.158 -0.177
H 1.64745 -2.17313 4.47745 -0.157 -0.069 -0.487
H 3.38029 -2.52577 4.29078 -0.208 -0.229 -0.058
H 3.23584 -0.67047 5.91151 -0.054 -0.167 -0.004
H 3.90637 -0.12840 4.38307 0.188 -0.234 0.209
H 1.21910 0.44261 5.51571 -0.051 0.026 -0.049
H 4.24833 1.45254 5.96929 -0.215 -0.098 -0.143
H 5.04987 3.71255 6.22881 0.045 -0.057 0.078
H 3.65989 5.57133 5.29554 -0.102 0.095 -0.108
H 1.58376 5.00848 4.18639 -0.122 -0.205 -0.057
C -1.92049 -2.44770 0.48245 0.317 -0.014 0.180
C -1.14192 -1.77705 -0.61806 -0.033 -0.002 -0.063
O 0.00195 -1.40651 -0.42979 0.066 -0.002 0.100
C -1.83206 -1.58752 -1.93919 0.393 0.170 0.011
H -1.28976 -2.50877 1.36698 -0.108 -0.014 -0.021
H -2.81066 -1.86608 0.72575 -0.097 -0.110 -0.099
H -2.20797 -3.45849 0.18902 -0.182 0.079 -0.101
H -2.72031 -0.96806 -1.81188 -0.137 -0.188 -0.051
H -2.11917 -2.55420 -2.35385 -0.221 0.051 0.039
H -1.15612 -1.09369 -2.63423 -0.008 -0.005 0.001
C -3.21448 0.22102 -5.76590 0.021 -0.379 0.348
C -4.37438 -0.03622 -4.84090 0.086 -0.035 0.040
O -4.39215 -0.98252 -4.08383 0.010 0.022 0.050
C -5.52332 0.94134 -4.89949 -0.115 -0.185 0.204
H -2.46138 -0.55232 -5.62255 -0.012 0.005 0.030
H -3.54826 0.19904 -6.79937 0.027 0.226 -0.030
H -2.76897 1.19275 -5.54624 -0.091 0.083 -0.187
H -5.95474 0.94917 -5.90148 0.087 0.149 -0.036
H -5.17429 1.94305 -4.64371 -0.002 0.045 -0.173
H -6.29008 0.64229 -4.18761 0.015 -0.009 -0.008
C 7.67692 0.53011 6.99569 -0.250 0.047 -0.206
C 6.53465 -0.19524 7.65967 0.002 -0.016 0.050
O 5.43992 -0.26224 7.13954 -0.019 -0.008 -0.095
C 6.80909 -0.83233 8.99573 -0.306 -0.078 -0.053
H 7.34341 0.94016 6.04395 0.002 -0.006 0.012
H 8.01968 1.34734 7.63170 0.145 -0.100 0.050
H 8.50128 -0.16033 6.81300 0.091 0.071 0.140
H 7.11518 -0.07188 9.71532 0.169 -0.052 -0.017
H 7.59706 -1.58029 8.89734 0.121 0.117 0.074
H 5.90568 -1.31740 9.35879 0.005 0.013 -0.008
C -1.78786 2.36524 -10.34171 0.069 -0.231 0.163
C -2.94713 2.11112 -9.41227 0.063 -0.027 -0.033
O -2.95405 1.16536 -8.65451 -0.010 0.075 -0.191
C -4.09874 3.08381 -9.46694 -0.094 -0.193 0.213
H -1.03345 1.59426 -10.20091 -0.018 -0.004 -0.021
H -2.12663 2.33913 -11.37834 0.024 0.151 -0.012
H -1.34365 3.33840 -10.12638 -0.083 0.069 -0.142
H -4.53575 3.08866 -10.46635 0.079 0.151 -0.034
H -3.75191 4.08697 -9.21486 -0.004 0.045 -0.173
H -4.86111 2.78384 -8.75059 0.013 -0.006 -0.008
C -1.73531 -1.74745 -10.80220 -0.048 0.215 -0.141
C -0.55531 -1.65352 -11.73793 -0.019 0.044 -0.064
O -0.47263 -0.77190 -12.56128 0.012 0.019 0.039
C 0.51713 -2.70729 -11.60001 0.105 0.147 -0.205
H -2.42409 -0.93146 -11.00967 0.009 -0.002 0.019
H -2.25627 -2.69492 -10.94889 0.077 -0.063 0.149
H -1.39707 -1.66715 -9.76786 -0.058 -0.155 0.031
H 0.09421 -3.69660 -11.78096 0.002 -0.031 0.167
H 0.94901 -2.67174 -10.59857 -0.091 -0.140 0.044
H 1.30225 -2.52081 -12.32951 -0.019 0.012 0.000
C -3.88719 -1.14180 5.53220 0.308 0.003 -0.001
C -3.25027 -0.79273 6.85810 0.051 0.040 0.044
O -2.05680 -0.61217 6.95922 -0.053 -0.164 0.003
C -4.16781 -0.68000 8.04891 0.243 0.083 0.102
H -3.11796 -1.18998 4.76232 -0.104 -0.010 0.038
H -4.38095 -2.11240 5.60137 -0.161 0.083 -0.003
H -4.61484 -0.37794 5.25524 -0.120 -0.107 0.025
H -4.67454 -1.63077 8.22092 -0.147 0.065 -0.071
H -4.90821 0.10276 7.87748 -0.123 -0.123 -0.030
H -3.58486 -0.42636 8.93149 0.007 -0.001 -0.020
```
Forces are in eV/Å.

Calculated values
**HOMO energy**: -10.621 eV
**Total charge**: +1

Results of the Mulliken charge analysis, in e, for atoms 1 through 6:
1 O -0.56
2 P 0.38
3 Br -0.26
4 C 0.19
5 C -0.90
6 N 0.02

=====

Entry 6:
C4H8O4 | ωB97M-V with the def2-TZVPD basis set

Structure (XYZ):
```
16
Properties=species:S:1:pos:R:3:forces:R:3
C 2.04092 -1.36590 0.04947 -0.047 0.504 -0.095
O 0.89744 -0.71813 0.64592 0.864 1.530 0.556
H -0.27856 -0.72280 0.05100 -2.590 1.522 -1.516
H 1.98671 -1.28471 -1.03630 0.058 -0.112 0.032
H 2.95701 -0.90230 0.41167 0.014 -0.048 -0.023
H 2.00560 -2.40666 0.36633 -0.093 0.095 0.000
C -2.48203 0.34817 0.25371 -0.135 0.300 -0.235
C 0.63103 0.80116 0.37499 3.117 -0.970 1.489
C -1.26932 0.04404 -0.58644 0.477 -1.930 0.976
O 1.40410 1.14991 -0.67162 -0.888 -0.406 0.271
O 0.26479 1.49744 1.27309 -0.472 -0.787 -1.112
O -1.19257 0.21541 -1.77660 -0.194 0.354 -0.356
H 1.36220 2.11226 -0.76641 -0.086 0.005 0.033
H -2.18301 0.90603 1.14173 -0.034 -0.041 -0.003
H -3.21435 0.91652 -0.32019 -0.062 0.000 0.027
H -2.92996 -0.59044 0.58964 0.072 -0.017 -0.046
```
Forces are in eV/Å.

Calculated values
**HOMO energy**: -8.148 eV

Results of the natural (NBO) charge analysis, in e, for atoms 1 through 6:
1 C -0.26
2 O -0.60
3 H 0.30
4 H 0.20
5 H 0.19
6 H 0.20

=====

Respective E_tot values: -328.25575, -227.65435, -1356.29051, -2913.32939, -4648.86470, -458.05655 hartree.
Respective energy relative to the best compared isomer or geometry (same formula, charge and spin) values: 39.6, 62.8, 41.7, 7.1, 13.3, 110.8 kcal per mole.